{
  "formula": "C28H38F5NO7",
  "method": "ωB97M-V/def2-TZVPD",
  "homo_lumo_gap_ev": 10.23,
  "spin_multiplicity": 1,
  "lumo_energy_ev": 0.3,
  "smiles": "CCCOC[C@@]1(c2ccncc2)OC(=O)O[C@]1(CCO)C(F)(F)c1cccc(C(F)(F)F)c1.CC(C)O.CC(C)O",
  "fmax_ev_per_a": 2.2,
  "total_energy_ev": -59062.8372,
  "symbols": ["C", "C", "C", "O", "C", "C", "C", "C", "C", "N", "C", "C", "O", "C", "O", "O", "C", "C", "C", "O", "C", "F", "F", "C", "C", "C", "C", "C", "C", "F", "F", "F", "C", "H", "H", "H", "H", "H", "H", "H", "H", "H", "H", "H", "H", "H", "H", "H", "H", "H", "H", "H", "H", "H", "H", "C", "C", "C", "O", "H", "H", "H", "H", "H", "H", "H", "H", "C", "C", "C", "O", "H", "H", "H", "H", "H", "H", "H", "H"],
  "positions_angstrom": [[4.872097, 4.392052, -2.440954], [5.479030, 3.391094, -1.467759], [5.576210, 2.012498, -2.094147], [4.272807, 1.528157, -2.436457], [3.767043, 0.560050, -1.558266], [2.247894, 0.752567, -1.260966], [1.920070, -0.419269, -0.382228], [2.149753, -0.377743, 0.985084], [1.867933, -1.465243, 1.790535], [1.356979, -2.603588, 1.309883], [1.128504, -2.631347, 0.002057], [1.388495, -1.597713, -0.887622], [2.198105, 2.026669, -0.595033], [1.811222, 2.969776, -1.479387], [1.647218, 4.091919, -1.225994], [1.658121, 2.398813, -2.699578], [1.362509, 1.008231, -2.488639], [1.834077, 0.272136, -3.743266], [1.338780, 0.841846, -5.076997], [0.354482, 0.030059, -5.703824], [-0.212416, 0.922833, -2.382174], [-0.714155, 1.885309, -3.211090], [-0.586083, -0.254406, -2.976101], [-1.009172, 1.037189, -1.093392], [-0.555288, 1.231794, 0.201564], [-1.425904, 1.338010, 1.287907], [-2.796926, 1.253260, 1.090954], [-3.262903, 1.047624, -0.207017], [-4.760592, 0.944617, -0.384884], [-5.261226, 0.237537, 0.632557], [-5.396495, 2.109765, -0.424676], [-5.049924, 0.260055, -1.509854], [-2.399020, 0.949631, -1.284487], [4.561995, 5.288477, -1.911819], [5.601733, 4.676893, -3.196103], [3.998214, 3.995092, -2.945519], [6.487320, 3.712589, -1.209170], [4.886507, 3.320938, -0.558398], [6.130930, 2.080141, -3.027717], [6.086767, 1.299177, -1.447707], [3.906069, -0.431564, -1.998403], [4.234516, 0.631942, -0.579506], [2.563124, 0.517940, 1.429447], [2.046277, -1.407058, 2.853789], [0.696891, -3.540702, -0.396218], [1.157391, -1.713145, -1.931193], [1.578094, -0.779159, -3.708609], [2.916676, 0.303874, -3.777441], [2.170149, 0.860578, -5.773579], [0.983013, 1.864252, -4.994901], [-0.514924, 0.300339, -5.398524], [0.491306, 1.332076, 0.402557], [-1.017455, 1.490710, 2.272702], [-3.464094, 1.340154, 1.932225], [-2.819004, 0.803851, -2.265051], [-4.068841, -4.319784, 1.927660], [-3.445632, -2.989328, 1.534940], [-3.585529, -2.696851, 0.053454], [-2.062572, -2.963948, 1.896541], [-3.575834, -5.141903, 1.401255], [-3.949470, -4.497028, 2.997251], [-5.132436, -4.345568, 1.686693], [-3.918864, -2.184565, 2.100399], [-3.071736, -3.453144, -0.547454], [-3.123176, -1.734308, -0.166162], [-4.631147, -2.661468, -0.255667], [-1.619769, -3.674945, 1.421364], [-3.284880, -1.866779, 5.270976], [-2.022421, -1.170862, 4.787790], [-0.872759, -1.355930, 5.765734], [-2.276404, 0.225156, 4.585160], [-3.610975, -1.449588, 6.228507], [-4.097909, -1.721757, 4.558259], [-3.120884, -2.937649, 5.399055], [-1.739737, -1.570077, 3.814229], [-1.122158, -0.921457, 6.738599], [0.022329, -0.850190, 5.401938], [-0.641730, -2.412215, 5.908820], [-2.530187, 0.602612, 5.434054]],
  "atomic_forces_ev_per_a": [[0.041, 0.173, 0.199], [0.007, -0.237, -0.344], [-0.144, 0.231, -0.158], [0.116, -0.008, 0.243], [-0.608, 0.006, -0.730], [1.037, -0.147, -0.023], [-0.689, -0.235, 0.380], [0.469, 0.366, 0.190], [-0.196, -0.210, -0.488], [0.052, 0.289, 0.029], [-0.070, -0.238, -0.181], [0.171, 0.288, 0.315], [-0.226, -0.402, 0.613], [0.411, -1.689, -0.771], [-0.121, 2.157, 0.474], [-0.567, 0.160, 0.341], [0.341, 0.298, -0.990], [0.196, 0.038, -0.231], [-0.273, -0.166, -0.339], [-0.035, -0.006, -0.058], [-0.001, -0.150, 0.583], [0.120, 0.109, -0.293], [-0.063, -0.331, 0.058], [-0.736, -0.004, 0.248], [0.048, 0.143, 0.060], [-0.291, -0.050, -0.542], [0.815, -0.009, -0.189], [-0.135, 0.430, 0.187], [1.094, -0.851, -0.317], [-0.593, -0.143, 0.409], [-0.156, 0.329, -0.078], [-0.286, 0.223, -0.151], [0.023, 0.039, 0.359], [-0.018, 0.160, -0.023], [0.048, 0.020, -0.121], [-0.134, -0.114, -0.046], [0.069, 0.014, 0.242], [-0.055, 0.052, 0.195], [0.101, -0.069, -0.132], [0.049, -0.082, 0.084], [0.130, -0.182, 0.267], [0.169, -0.168, 0.153], [-0.034, 0.075, 0.064], [0.015, -0.094, 0.134], [-0.011, -0.153, 0.058], [-0.077, -0.110, -0.123], [-0.193, -0.143, -0.009], [0.103, 0.234, 0.193], [0.176, -0.043, -0.048], [0.050, 0.143, 0.188], [-0.037, -0.023, 0.096], [-0.034, 0.095, 0.065], [-0.029, -0.020, 0.182], [-0.152, -0.058, 0.059], [0.042, -0.053, -0.186], [0.007, 0.024, 0.118], [0.106, -0.312, -0.227], [-0.004, 0.171, -0.081], [-0.122, 0.155, 0.197], [-0.030, 0.018, -0.072], [-0.020, 0.037, 0.002], [0.004, -0.008, -0.018], [0.108, 0.048, 0.073], [-0.047, -0.082, 0.055], [-0.023, 0.009, -0.051], [0.002, -0.003, -0.004], [0.078, 0.004, 0.019], [-0.081, 0.032, -0.104], [-0.038, -0.007, 0.286], [0.078, 0.075, -0.049], [0.050, -0.010, -0.213], [0.057, -0.037, 0.043], [0.025, -0.023, -0.022], [0.007, 0.005, 0.006], [-0.026, 0.095, -0.063], [-0.046, -0.060, 0.019], [0.004, -0.022, -0.033], [-0.010, -0.002, 0.005], [-0.008, 0.013, 0.018]]
}


{
  "formula": "C5H3N3O",
  "method": "ωB97M-V/def2-TZVPD",
  "de_lowest_ev": 1.518,
  "homo_lumo_gap_ev": 9.12,
  "spin_multiplicity": 1,
  "lumo_energy_ev": -0.7,
  "smiles": "[H]/N=c1\\cc(C#N)ocn1",
  "fmax_ev_per_a": 5.9,
  "total_energy_ev": -11748.5128,
  "symbols": ["C", "C", "C", "C", "C", "H", "H", "H", "N", "N", "N", "O"],
  "positions_angstrom": [[-0.135146, 0.963462, 0.996955], [0.427279, 0.706177, -0.372264], [0.253817, -0.539873, -0.873527], [-0.370341, -1.311960, 1.267010], [0.521685, -0.990879, -2.238877], [-0.412274, 2.810572, 0.449541], [0.410457, 1.602573, -0.995476], [-0.410521, -2.253850, 1.928316], [-0.602449, 2.164939, 1.372666], [-0.391868, -0.219350, 1.775915], [0.791143, -1.375209, -3.293503], [-0.081782, -1.556602, -0.016755]],
  "atomic_forces_ev_per_a": [[-1.759, 1.979, 0.148], [-1.961, -0.060, 0.010], [0.653, 0.646, 0.825], [0.957, -3.964, 0.189], [0.036, -0.021, 0.280], [-0.417, -1.649, 3.037], [0.870, -0.517, -0.160], [-0.298, 1.277, -1.553], [2.025, -2.052, -3.694], [0.074, 5.482, 2.072], [-0.287, 0.363, 0.762], [0.107, -1.484, -1.915]]
}


{
  "formula": "C5H16N2",
  "method": "ωB97M-V/def2-TZVPD",
  "de_lowest_ev": 2.511,
  "homo_lumo_gap_ev": 12.73,
  "spin_multiplicity": 1,
  "lumo_energy_ev": -6.2,
  "total_charge": 2,
  "smiles": "[NH3+]CCCCC[NH3+]",
  "fmax_ev_per_a": 5.3,
  "total_energy_ev": -8406.5375,
  "symbols": ["C", "C", "C", "C", "C", "N", "N", "H", "H", "H", "H", "H", "H", "H", "H", "H", "H", "H", "H", "H", "H", "H", "H"],
  "positions_angstrom": [[0.385008, 1.099937, 1.746279], [0.359451, 1.204209, 0.229212], [-0.751374, 0.289009, -0.396170], [-0.461106, -1.196653, -0.164872], [0.476606, -1.658292, -1.389674], [-0.359660, -2.236967, -2.407957], [0.443220, 2.464003, 2.455261], [1.284035, 0.753884, 2.286814], [-0.530163, 0.663440, 2.190152], [1.301132, 1.132113, -0.172510], [0.067145, 2.372316, -0.126258], [-0.981616, 0.539295, -1.545457], [-1.713859, 0.657248, 0.002527], [0.042615, -1.527143, 0.793931], [-1.453321, -1.707828, -0.470703], [1.015928, -2.580447, -0.962770], [1.173807, -1.047391, -2.114287], [-0.738204, -1.715327, -3.202841], [0.197476, -3.027071, -2.792169], [-1.176456, -2.798096, -1.937664], [1.166113, 2.415208, 3.224645], [0.692506, 3.162196, 1.815346], [-0.439283, 2.742355, 2.939167]],
  "atomic_forces_ev_per_a": [[-0.086, 0.691, 1.941], [-3.527, 3.271, -0.651], [-0.314, 1.737, -0.824], [-0.013, 0.159, -2.855], [1.908, -0.565, 1.229], [-2.656, -4.606, -0.584], [-0.590, -0.583, 2.508], [-0.424, -1.404, -1.338], [0.638, -0.277, -0.497], [2.277, -0.745, -1.026], [0.566, -2.940, 1.190], [1.130, -0.684, 2.285], [0.364, -0.571, 0.399], [-1.116, 0.542, -1.017], [1.512, 0.319, 1.579], [-0.178, 1.605, -0.856], [-0.810, -0.265, 2.662], [0.108, 0.444, 0.323], [-0.432, 0.612, -0.472], [1.372, 1.376, -1.235], [-0.864, 0.390, -1.017], [0.551, 1.657, -1.096], [0.583, -0.163, -0.647]]
}


{
  "formula": "C27H30Cl2P",
  "method": "ωB97M-V/def2-TZVPD",
  "homo_lumo_gap_ev": 7.27,
  "spin_multiplicity": 1,
  "lumo_energy_ev": -3.9,
  "total_charge": 1,
  "fmax_ev_per_a": 0.9,
  "total_energy_ev": -62810.7706,
  "symbols": ["C", "C", "Cl", "C", "P", "Cl", "H", "H", "H", "H", "H", "H", "C", "C", "C", "C", "C", "C", "H", "H", "H", "H", "H", "H", "C", "C", "C", "C", "C", "C", "H", "H", "H", "H", "H", "H", "C", "C", "C", "C", "C", "C", "H", "H", "H", "H", "H", "H", "C", "C", "C", "C", "C", "C", "H", "H", "H", "H", "H", "H"],
  "positions_angstrom": [[-2.587282, 0.229587, -1.987214], [-1.735149, 0.964685, -2.976911], [-2.299877, 1.012033, -4.567375], [-0.569943, 1.579159, -2.660629], [0.018998, 1.585232, -0.993834], [0.388108, 2.421130, -3.799820], [-2.959582, 0.892446, -1.216090], [-2.000620, -0.558499, -1.525072], [-3.397154, -0.268792, -2.494538], [-0.326126, 0.394215, -0.353087], [-0.587713, 2.668711, -0.357277], [1.393565, 1.810007, -1.026968], [-1.038615, 2.945471, -10.465470], [-1.450549, 1.659109, -10.147579], [-1.803804, 1.346499, -8.843102], [-1.750608, 2.323622, -7.859221], [-1.341292, 3.610907, -8.176762], [-0.982204, 3.921077, -9.480312], [-0.761923, 3.188342, -11.482593], [-1.496771, 0.900248, -10.917121], [-2.121096, 0.341601, -8.594819], [-2.027782, 2.082434, -6.840959], [-1.303413, 4.373590, -7.409120], [-0.660012, 4.923399, -9.729182], [-2.663397, -2.792317, 2.486237], [-3.838334, -2.167083, 2.085560], [-3.840514, -0.810840, 1.791491], [-2.662909, -0.081354, 1.894547], [-1.488713, -0.706181, 2.294068], [-1.489786, -2.061068, 2.591461], [-2.664508, -3.848681, 2.718135], [-4.753349, -2.738036, 2.004548], [-4.757473, -0.323388, 1.486709], [-2.664663, 0.980176, 1.668038], [-0.568858, -0.137436, 2.380253], [-0.573736, -2.542608, 2.908225], [1.407250, 0.415221, 5.962011], [1.977970, -0.538556, 6.793067], [1.269270, -1.684319, 7.127143], [-0.007729, -1.883778, 6.618516], [-0.572039, -0.934394, 5.778914], [0.131708, 0.217204, 5.457253], [1.960182, 1.309101, 5.702852], [2.977663, -0.389228, 7.179821], [1.714018, -2.424863, 7.778401], [-0.557438, -2.781076, 6.870261], [-1.563505, -1.089496, 5.373574], [-0.314925, 0.959853, 4.807206], [4.659653, -1.227422, 4.032192], [3.419811, -1.376523, 3.429214], [3.339441, -1.669415, 2.074245], [4.497914, -1.819798, 1.324098], [5.737749, -1.672251, 1.929343], [5.818409, -1.373245, 3.282171], [4.722557, -0.998227, 5.087890], [2.516074, -1.264967, 4.015523], [2.370081, -1.786034, 1.602787], [4.435880, -2.056361, 0.269371], [6.641603, -1.792749, 1.347190], [6.785485, -1.256075, 3.752736]],
  "atomic_forces_ev_per_a": [[0.475, -0.160, -0.185], [0.448, 0.217, 0.361], [-0.075, -0.034, -0.138], [-0.592, -0.539, -0.345], [-0.323, 0.283, -0.703], [0.222, 0.187, 0.017], [-0.245, 0.101, 0.163], [0.083, -0.166, 0.260], [-0.359, 0.062, -0.045], [0.120, 0.067, 0.280], [0.157, -0.087, 0.413], [0.028, -0.118, 0.197], [0.001, 0.002, 0.001], [0.009, -0.011, -0.018], [-0.006, -0.018, 0.033], [0.008, -0.009, -0.018], [0.008, 0.009, 0.044], [0.007, 0.011, -0.010], [0.001, 0.002, -0.012], [0.004, -0.009, -0.008], [-0.014, -0.006, -0.011], [0.015, 0.083, -0.137], [-0.004, 0.011, -0.001], [-0.005, 0.012, -0.005], [-0.037, 0.040, -0.022], [0.015, -0.005, 0.001], [-0.003, -0.014, -0.047], [0.045, 0.058, -0.120], [0.056, 0.106, -0.179], [0.103, -0.098, -0.045], [-0.003, -0.011, 0.007], [-0.015, -0.004, 0.015], [-0.015, 0.003, 0.020], [-0.036, 0.024, 0.087], [0.001, -0.006, 0.115], [-0.006, -0.010, 0.036], [0.069, 0.040, -0.001], [0.023, -0.011, 0.037], [0.011, -0.015, -0.045], [0.068, -0.005, -0.032], [-0.095, -0.018, -0.005], [-0.006, -0.001, -0.079], [0.012, 0.011, 0.024], [-0.004, 0.015, 0.039], [0.005, -0.004, 0.011], [-0.014, 0.003, 0.022], [-0.026, -0.001, 0.032], [-0.025, 0.020, 0.027], [0.024, 0.014, -0.001], [-0.135, 0.009, -0.029], [0.020, 0.041, -0.008], [-0.032, 0.023, -0.030], [0.023, 0.008, -0.009], [-0.002, 0.000, 0.003], [-0.008, -0.007, 0.013], [0.006, -0.007, 0.028], [-0.014, -0.056, 0.011], [0.013, -0.020, -0.007], [0.011, -0.001, -0.005], [0.011, -0.009, 0.004]]
}